A cluster of 10 separate species, C5H33N2O10 in total at a distorted geometry. Source: the OMol25 dataset; level of theory: the ωB97M-V functional and the def2-TZVPD basis.

Last column: Löwdin charge in e.
Cartesian coordinates (Å):
C  -2.064  -1.598  -1.275  -0.20
N  -1.312  -0.394  -1.045  -0.07
C  -1.016  0.563  -2.119  -0.14
C  0.460  0.596  -2.400  -0.37
C  0.847  1.776  -3.264  -0.04
O  1.250  0.637  -1.184  -0.09
C  -1.123  -2.786  -1.125  -0.09
N  -0.492  -2.592  0.239  0.16
H  -2.590  -1.618  -2.220  0.12
H  -2.759  -1.696  -0.465  0.11
H  -1.666  0.009  -0.186  0.05
H  -1.621  0.262  -2.965  0.13
H  -1.406  1.516  -1.759  0.13
H  0.894  -0.293  -2.854  0.14
H  1.158  1.486  -4.270  0.08
H  0.117  2.573  -3.403  0.08
H  1.782  2.220  -2.935  0.08
H  0.702  1.074  -0.517  0.06
H  -0.289  -2.747  -1.795  0.10
H  -1.714  -3.697  -1.021  0.13
H  0.427  -2.996  0.341  0.12
H  -0.956  -3.053  1.012  0.16
H  -0.456  -1.593  0.490  0.09
H  2.101  -0.583  -0.016  0.01
H  3.401  0.262  0.426  0.06
O  3.016  -0.617  0.279  -0.07
H  -5.055  1.379  -0.598  0.05
H  -4.300  2.554  -1.090  0.03
O  -4.593  2.167  -0.267  -0.05
H  0.642  -0.986  2.547  0.03
H  -0.533  0.117  2.366  0.01
O  -0.235  -0.771  2.163  -0.06
H  0.917  1.233  4.588  0.06
H  1.779  2.484  4.168  0.06
O  1.296  1.713  3.833  -0.05
H  2.246  -1.424  -1.146  0.02
H  2.770  -2.656  -0.600  0.07
O  1.992  -2.370  -1.103  -0.06
H  2.984  2.296  1.746  0.07
H  2.525  2.975  0.598  0.05
O  3.020  2.174  0.762  -0.04
H  -0.570  3.018  1.333  0.07
H  0.418  1.768  1.540  0.00
O  -0.409  2.085  1.157  -0.04
H  -2.468  0.332  2.188  0.03
H  -3.671  0.733  1.419  0.06
O  -2.853  0.205  1.320  -0.05
H  2.427  -1.550  1.650  0.00
H  2.866  -2.148  3.023  0.07
O  2.112  -2.042  2.432  -0.06

Values from the calculation:
Kohn-Sham gap	9.17	eV
spin multiplicity	1
E	-1071.97555	Eh
molecular weight	281.3	g/mol
charge	+1
energy above the lowest of the compared OMol25 structures with the same formula, charge and spin	62.2	kcal per mole